This record from the OMol25 dataset describes a single C6H7Cl molecule. The level of theory is ωB97M-V/def2-TZVPD.

For the LUMO energy, the calculation gives 1.09 eV. As for the energy above the lowest of the compared OMol25 structures with the same formula, charge and spin: 1.782 eV. As for the spin multiplicity: 1. Its frontier orbital gap is 9.7 eV. Its strongest force on any atom is 0.0122 hartree/bohr. As for the total energy: -18855.2788 eV.

Positions of all 14 atoms, in Å:
C1 -1.7532 0.2660 -0.8121
C2 -2.0061 -0.1941 0.4136
C3 -0.6251 1.1469 -0.3117
C4 -0.9126 0.6088 1.0766
C5 0.4018 0.2975 0.3972
C6 0.8107 -1.0786 -0.0544
Cl1 -3.0468 -1.3740 1.0665
H1 -2.1185 0.0532 -1.7963
H2 -0.4545 2.1654 -0.6107
H3 -0.9915 1.1292 2.0139
H4 1.2322 0.8712 0.8008
H5 -0.0378 -1.6306 -0.4473
H6 1.2312 -1.6337 0.7820
H7 1.5683 -1.0034 -0.8322

Atomic partial charges in e from the natural (NBO) method, atoms 1 to 8: number 1, C, carries -0.23; number 2, C, carries -0.03; number 3, C, carries -0.24; number 4, C, carries -0.27; number 5, C, carries -0.17; number 6, C, carries -0.62; number 7, Cl, carries 0.03; number 8, H, carries 0.22